The following is a quantum chemistry calculation of one molecule with the formula C5H11NO, from OMol25.

Cartesian coordinates (Å):
O 1.8078 -0.6158 -1.8199
N -0.2104 0.1755 0.6544
C 0.6401 0.8628 1.5294
C 1.9902 0.0610 -0.5931
C -1.6196 0.0919 0.4825
C 0.7936 0.8157 -0.0777
C -1.8539 -0.9850 -0.5660
H 1.1453 -1.3009 -1.6682
H 0.4499 1.6061 -0.7900
H -2.0066 -0.2126 1.4614
H -1.3714 -0.6946 -1.5082
H 2.7990 0.7799 -0.7700
H 1.0005 0.1755 2.3229
H 0.5639 1.8807 1.9006
H 2.2980 -0.6091 0.2180
H -1.3974 -1.9235 -0.2302
H -2.1127 1.0395 0.2052
H -2.9164 -1.1469 -0.7513

Results
HOMO-LUMO gap   9.76 eV
SMILES   CCN1C[C@H]1CO
Total charge   0
HOMO level   -8.673 eV
Energy relative to the best compared isomer or geometry (same formula, charge and spin)   298.5 kJ/mol
Total energy   -327.01764 Ha